A cluster of 2 separate species, C4H11O in total, computed with the ωB97M-V functional and the def2-TZVPD basis.

Each line ends with the natural charge from an NBO analysis.
Positions of all 16 atoms, in Å:
O: 0.396 -0.024 0.621  -0.98
C: 1.664 -2.034 0.825  -0.64
C: 0.619 -1.091 1.449  -0.02
C: -1.303 2.009 -0.528  -0.59
C: -0.999 1.085 -1.717  -0.62
H: -0.245 0.364 -1.401  0.28
H: -1.607 1.429 0.336  0.24
H: 1.974 -2.868 1.487  0.15
H: -1.910 0.564 -2.023  0.17
H: 2.541 -1.458 0.532  0.19
H: 1.021 -0.772 2.436  0.07
H: -0.410 2.571 -0.252  0.20
H: 1.236 -2.527 -0.053  0.18
H: -2.061 2.749 -0.815  0.15
H: -0.312 -1.670 1.655  0.07
H: -0.604 1.673 -2.552  0.16

Summary:
Electronic energy = -234.21101 hartree
2S+1 = 1
Charge = -1
LUMO level = 4.514 eV
Relative energy (zero: lowest compared OMol25 entry of this formula, charge and spin) = 0.0065 eV
Kohn-Sham gap = 6.75 eV
Strongest force on any atom = 1.5 eV/Å
Molar mass = 75.13 g mol⁻¹